The following is a DFT calculation (ωB97M-V/def2-TZVPD) of a 3-piece molecular cluster, C40H83BrF3N8O7P2 overall.

The geometry in XYZ format:
```
144
Properties=species:S:1:pos:R:3:mulliken_charge:R:1
Br -4.03290 1.40593 6.35707 -0.141
P 0.48353 -3.76560 5.06261 0.841
P 3.08150 0.26431 -7.12156 0.729
F -1.58949 -2.45667 0.27153 -0.137
F -2.83662 -1.46782 -1.22231 -0.290
F -3.38312 -3.34937 -0.41033 -0.278
O 1.88728 4.68182 -3.35222 -0.458
O -5.91675 -3.35144 1.68554 -0.402
O 3.14481 0.37416 -5.59963 -0.945
O -4.85677 3.39557 4.72263 -0.382
O 0.39239 -3.48256 6.55588 -0.933
O -3.55863 -1.67171 0.89194 -0.306
O -5.94540 -1.17217 2.20669 -0.138
N -4.12349 1.84740 2.19682 1.568
N 0.37733 -3.79896 3.28434 0.399
N 2.51665 -1.37414 -7.18920 0.245
N -1.82844 1.81767 3.28479 0.130
N 2.13521 -3.37412 4.86608 0.420
N 0.15505 -5.46319 5.13596 0.256
N 2.91216 0.41485 -8.88906 0.074
N 4.76180 0.43141 -7.38920 0.274
C -2.69715 2.39280 2.28704 -1.885
C 0.52163 4.50880 -3.05499 -0.441
C -2.22624 2.49609 0.80172 0.506
C 2.47030 1.77393 -9.25611 -1.117
C 4.50725 1.51651 0.02572 -1.072
C 3.15751 -4.26489 4.36300 -1.152
C 3.32154 3.76064 -0.59588 0.978
C 1.39573 1.62238 1.61512 -0.792
C 4.32762 3.03586 0.32160 -1.050
C -0.72426 2.26016 5.36884 -1.561
C -4.94048 3.02654 1.72631 0.173
C -5.33653 0.40014 0.35686 -1.412
C 2.22584 -0.54948 -9.74283 -0.940
C 5.52351 1.19091 -6.40562 -0.855
C -4.67975 1.32847 3.47373 -0.932
C 5.61289 -0.53917 -8.04067 -1.072
C 3.18561 0.72113 0.00503 -0.436
C 1.17200 -1.51521 -6.64547 -1.189
C 3.34734 -2.47703 -6.73782 -1.017
C -0.22051 -2.55233 2.78247 -1.851
C -6.44244 -0.29287 1.18003 -1.207
C -4.59390 2.27314 4.68067 0.291
C 0.07368 1.18260 0.91364 0.271
C -1.09078 2.63678 3.93327 0.897
C 2.71240 -2.41830 5.80369 -1.038
C -0.47780 3.93180 3.43803 -1.387
C -6.27885 3.14792 1.89669 -1.304
C -4.04947 0.79009 1.11326 0.840
C -7.98436 -2.59594 2.47009 -1.116
C -0.13443 -4.91976 2.50158 -1.053
C -0.73638 2.41808 0.40891 -2.372
C -2.83311 -2.18849 -0.10507 0.880
C 1.09625 -6.38653 5.74781 -1.056
C 2.63438 3.49670 -3.04733 0.304
C -1.19463 -5.74240 5.61405 -1.178
C -3.25852 1.59695 -0.00467 -1.559
C 3.79010 3.86482 -2.08623 -1.073
C -6.51438 -2.44160 2.08201 0.616
C -3.06283 -0.40949 1.36248 -0.956
C 2.55860 0.62009 1.44065 -0.635
H 2.78478 -4.92509 3.57935 0.266
H 3.06561 2.52041 -8.72129 0.335
H 3.32569 0.80696 2.20550 0.654
H 1.69285 2.62436 1.27398 0.267
H 2.99090 -2.89585 6.75109 0.285
H -1.47424 -6.77646 5.39961 0.357
H 0.09843 3.59001 -3.50768 0.265
H 5.06580 1.42483 -0.91808 0.477
H -7.03998 2.53184 1.41330 0.257
H 2.14227 -0.39198 1.56984 0.024
H -0.49857 4.64141 4.28405 0.516
H 1.41770 1.93560 -9.00422 0.344
H 0.45091 -5.81980 2.66945 0.334
H -6.59717 3.99638 2.51724 0.359
H 1.96594 2.74299 -2.60093 0.134
H 0.24895 -1.68883 3.26905 0.355
H 4.65538 3.20137 -2.22938 0.357
H -0.05684 5.34808 -3.46624 0.368
H 5.12290 1.09944 0.83955 0.422
H -5.06464 -0.27599 -0.46353 0.727
H -0.45190 0.53149 1.62333 -0.209
H 0.69121 -7.40071 5.73466 0.392
H 2.01176 -1.61430 6.02059 0.293
H 2.33092 3.28217 -0.58395 -1.031
H 0.51593 -0.73165 -7.04309 0.373
H 0.57075 3.84281 3.13685 0.192
H -5.71785 0.98334 3.39392 0.774
H 0.38959 0.56413 0.05630 1.035
H 2.31845 -0.23906 -10.78802 0.407
H 0.73497 -2.47307 -6.93812 0.346
H 3.37074 -0.31401 -0.31555 0.526
H -1.05790 4.41569 2.63842 0.316
H -1.29492 -5.56491 6.69085 0.325
H -2.76838 -0.53800 2.41366 0.090
H -0.03578 -4.69347 1.43503 0.392
H -0.69188 1.17011 5.46651 0.324
H 5.77563 0.58117 -5.52825 0.266
H 1.33542 -6.12416 6.78533 0.281
H 4.21832 -2.60446 -7.37777 0.267
H 1.16026 -1.44060 -5.55114 0.304
H 1.15922 -0.63925 -9.51411 0.295
H -1.38790 2.75585 6.08550 0.380
H 4.96401 2.06086 -6.06743 0.207
H -8.46002 -3.42356 1.93385 0.350
H 3.60566 -1.95345 5.37774 0.323
H 2.60952 1.95836 -10.32205 0.386
H 2.43645 1.18475 -0.65359 -0.010
H 0.29907 2.63793 5.54163 0.464
H -0.23416 3.36494 0.64652 0.895
H -2.74668 0.99752 -0.76646 0.596
H -2.13437 -0.21250 0.81568 0.469
H -2.90949 3.42093 2.62082 1.453
H 2.01987 -6.44808 5.17465 0.265
H -0.71852 2.37603 -0.69449 0.384
H 5.31653 3.51240 0.22355 0.427
H 6.45291 1.56384 -6.84327 0.350
H -4.45129 3.88034 1.25214 0.377
H 2.80019 -3.41904 -6.82009 0.398
H 4.11829 4.89816 -2.25774 0.401
H 5.10688 -1.05432 -8.85736 0.262
H -0.06016 -2.43869 1.71563 0.460
H 0.33666 4.44729 -1.96375 0.031
H -1.18928 -5.13436 2.70155 0.296
H 3.97273 -3.69257 3.90896 0.349
H 5.98832 -1.28530 -7.33074 0.372
H -1.29772 -2.51452 2.98724 0.612
H -5.80241 1.26273 -0.14347 0.618
H -7.16833 0.39462 1.64745 0.074
H 3.58822 -4.87589 5.16434 0.380
H 3.09281 3.05462 -3.94816 -0.045
H 4.03349 3.13659 1.38098 0.340
H -8.55056 -1.69088 2.19208 0.327
H -4.09832 0.43524 3.73412 0.638
H 6.47976 -0.04541 -8.49060 0.371
H -8.10894 -2.75975 3.54882 0.302
H -2.51353 3.51050 0.46447 0.591
H 1.18161 1.72303 2.69592 -0.050
H 2.68765 -1.53158 -9.68269 0.281
H -3.94365 2.20220 -0.62246 0.219
H -1.92159 -5.10297 5.09862 0.341
H 3.17503 4.77402 -0.18228 0.507
H 3.68022 -2.36094 -5.69888 0.238
H -7.04363 -0.89709 0.47718 0.737
```

Calculated values
Energy, eV: -165837.02676
Highest occupied orbital energy, Eh: -0.3507
2S+1: 1
Kohn-Sham gap, eV: 5.335
Charge: +1

=====

The following is a DFT calculation (ωB97M-V/def2-TZVPD) of a 13-piece molecular cluster, C40H84BO26S6 overall.

The geometry in XYZ format:
```
157
Properties=species:S:1:pos:R:3:lowdin_spin:R:1
S 1.51926 1.22694 -5.07634 0.001
S 4.70512 0.69230 4.43593 0.000
S 0.23553 1.45166 4.02476 0.000
S -3.79164 -2.10883 0.35138 0.000
S 3.75662 3.99829 -0.26063 0.000
S -1.36219 -2.89107 5.62409 0.000
O -3.21450 5.03729 -2.16844 0.000
O -2.58050 5.81344 1.16431 0.000
O -3.12157 -3.38777 -3.74127 0.000
O 0.04134 -0.13845 -1.35928 0.067
O 1.18061 1.00652 5.13809 0.000
O 4.00700 3.36915 1.08694 0.000
O 5.88601 0.55769 5.39514 0.000
O 0.20570 -1.72285 0.52499 0.002
O -6.46588 1.14458 -1.79104 0.000
O -2.29740 -2.50776 -5.72292 0.000
O -5.21274 -2.37326 0.85657 0.000
O 1.45875 -3.29383 1.55224 0.000
O -4.59994 0.28940 -2.83673 0.000
O 2.28173 1.81287 -6.22030 0.000
O 1.81301 -7.18406 1.83906 0.000
O 3.63421 -8.32403 0.93246 0.000
O 1.88969 -0.11791 0.22174 0.003
O 7.96652 -5.25813 3.36934 0.000
O -0.32095 0.66992 0.79683 0.082
O -3.41961 7.74001 0.15764 0.000
O -2.67089 -3.43522 5.08107 0.000
O 3.50177 -1.11094 1.38281 0.000
O 8.84110 -4.03886 1.65433 0.000
O -4.11793 4.68454 -4.27268 0.000
O -0.83645 1.53477 -2.57066 0.176
O -1.42424 2.65746 0.24496 0.187
C -0.54260 -8.01841 1.98838 0.000
C -1.05812 2.43722 4.90139 0.000
C 2.89068 2.77308 -1.39141 0.006
C -1.59108 -1.03755 5.90033 0.000
C -3.55513 6.61861 0.67529 0.000
C 4.04648 2.38120 4.80722 0.000
C 8.87901 -4.60345 2.90430 0.000
C -5.54346 5.63275 -2.57630 0.000
C -5.26511 1.11955 -1.97887 0.000
C 3.12838 -7.33885 1.48369 0.000
C -0.52147 1.07802 -1.49163 0.217
C -1.20376 6.11052 1.02642 0.001
C 10.18201 -4.47493 3.55086 0.000
C -1.05051 5.42248 -3.49025 0.000
C 0.91867 -8.31583 1.61349 0.000
C -1.36942 -1.78580 -3.59282 0.001
C -6.28531 -1.48702 -3.17232 0.000
C -2.37778 -2.64270 -4.38233 0.000
C 2.36021 -0.37354 -4.64647 0.000
C -4.94160 6.07128 0.93436 0.000
C 2.24613 5.05882 -0.07783 0.000
C -3.33075 -3.58624 -0.62261 0.000
C -4.41798 1.98295 -1.09837 0.002
C 1.04277 2.78032 3.08098 0.000
C 1.29860 -2.18460 1.05699 0.000
C -4.42467 -3.03510 -6.92372 0.000
C -0.12907 0.64318 -5.77704 0.000
C -0.17891 -2.66164 4.24756 0.000
C -4.22008 5.09282 -3.08951 0.000
C 5.36133 1.01067 2.72149 0.000
C -5.40893 -0.41407 -3.77737 0.000
C 2.35752 -1.08551 0.95813 0.000
C -2.98039 -3.39003 -6.55522 0.000
C -0.81358 1.60673 -0.05088 0.235
C -1.89681 4.53518 -2.50286 0.000
C 3.90809 -6.10015 1.81209 0.000
C 6.66186 -2.93257 1.50194 0.000
C 7.59854 -3.92035 0.83600 0.000
C -2.87068 -2.29076 1.87886 0.000
C -0.54434 7.01043 2.07997 0.000
B 0.49669 -0.33865 0.03108 0.009
H 4.06261 -6.15450 2.88971 0.000
H -3.17933 -4.50149 -0.05034 0.000
H -4.72663 -0.82414 -4.52195 0.000
H 1.83356 2.95319 -1.58673 0.004
H -0.00690 -3.66278 3.85230 0.000
H 2.46546 -1.12744 -5.42663 0.000
H 1.38479 4.47715 0.25059 0.000
H 0.54194 6.98109 1.99497 0.000
H -1.22181 -8.87079 2.00340 0.000
H 10.69992 -3.52356 3.42939 0.000
H 3.39235 -0.25955 -4.31513 0.000
H -1.79615 2.92702 4.26616 0.000
H 9.98183 -4.53558 4.62060 0.000
H 4.71439 2.72969 5.59497 0.000
H 4.54752 1.37835 2.09649 0.000
H -0.89743 6.47695 -3.26058 0.000
H -3.44273 2.18435 -1.54157 0.000
H 5.86562 0.13172 2.31994 0.000
H -0.13432 4.87636 -3.71485 0.000
H -5.32644 6.63576 -2.20891 0.000
H 4.06297 3.07020 3.96277 0.000
H 3.04304 2.46428 5.22473 0.000
H -4.58852 -2.02283 -7.29327 0.000
H -1.36350 4.34430 -1.57160 0.000
H -3.17673 -3.15320 2.47100 0.000
H -4.77090 -3.74282 -7.67695 0.000
H -0.49739 -1.72125 -4.24358 0.000
H 1.41636 3.55916 3.74577 0.000
H 3.33555 -5.27718 1.38429 0.000
H -6.31611 5.67526 -3.34397 0.000
H 3.35737 2.83145 -2.37471 0.000
H 0.31506 3.30407 2.46111 0.000
H -4.22972 1.61513 -0.08973 0.001
H -1.79050 -2.29590 1.73295 0.000
H -6.90171 -1.25922 -2.30269 0.000
H -1.02053 6.58316 0.06147 0.000
H -4.11754 -3.83301 -1.33547 0.000
H 1.88287 2.35761 2.52994 0.000
H 10.86439 -5.28684 3.29932 0.000
H -4.94916 5.05631 0.53701 0.000
H 2.93910 1.78245 -0.93929 0.001
H -5.81875 5.11271 -1.65877 0.000
H -1.09509 -2.20550 -2.62499 0.000
H 2.01103 -0.78512 -3.69949 0.000
H 5.70956 -2.76496 0.99884 0.000
H -6.03256 0.28485 -4.33477 0.000
H -1.55369 5.45422 -4.45663 0.000
H -6.94235 -1.84399 -3.96539 0.000
H 7.22262 -2.00276 1.59733 0.000
H 6.39925 -3.19806 2.52598 0.000
H -5.16433 6.10929 2.00068 0.000
H 0.74311 -2.16269 4.54596 0.000
H -0.86972 6.87377 3.11125 0.000
H -0.88467 0.75365 -4.99925 0.000
H -4.84873 2.97128 -0.93782 0.000
H -5.70573 6.55284 0.32418 0.000
H -0.77744 8.03968 1.80720 0.000
H -0.75285 -7.57411 2.96126 0.000
H 7.89113 -3.56963 -0.15369 0.000
H -1.80698 -0.82439 -3.32386 0.000
H -0.46461 1.09134 -6.71228 0.000
H -2.41405 -3.39326 -7.48653 0.000
H 7.21353 -4.91487 0.61062 0.000
H 1.24736 -9.14237 2.24348 0.000
H -1.60708 1.85426 5.64092 0.000
H -2.02789 3.57703 -3.00572 0.000
H -1.87544 -0.51456 4.98725 0.000
H -0.69168 5.14886 1.05923 0.001
H 4.92210 -6.10463 1.41226 0.000
H -0.57802 -2.01944 3.46246 0.000
H -2.88631 -4.43452 -6.25809 0.000
H 1.06848 -8.65884 0.58977 0.000
H 2.57482 5.82785 0.62121 0.000
H -5.10666 -3.27300 -6.10739 0.000
H -2.30138 -0.98327 6.72533 0.000
H -3.15754 -1.41888 2.46676 0.000
H -0.01246 -0.42346 -5.96885 0.000
H -0.98861 -7.35882 1.24400 0.000
H 6.08549 1.82478 2.75185 0.000
H 2.04016 5.57714 -1.01432 0.000
H -5.71025 -2.34927 -2.83478 0.000
H -0.54305 3.26375 5.39092 0.000
H -0.67847 -0.48667 6.12788 0.000
H -2.42772 -3.39445 -1.20214 0.000
```

Calculated values
Energy, eV: -161767.01187
Highest occupied orbital energy (alpha / beta), Eh: 0.0082 / -0.1372
2S+1: 2
Kohn-Sham gap (alpha / beta), eV: 3.304 / 7.259
Charge: -2

=====

The lowest 2S+1 belongs to which entry? C40H83BrF3N8O7P2